The following is a DFT calculation (ωB97M-V/def2-TZVPD) of C13H34CoIN3O6P as an isolated structure.

Each line ends with the Mulliken spin population.
Atoms and positions in Å:
Co  1.46  -0.99  0.63  3.20
N  2.70  0.18  1.88  0.12
C  4.02  0.45  1.26  0.00
C  3.78  0.64  -0.22  -0.02
N  3.08  -0.57  -0.73  0.12
H  2.16  1.03  1.99  0.00
H  2.80  -0.20  2.82  0.00
H  4.66  -0.42  1.43  0.00
H  4.50  1.32  1.70  0.01
H  4.71  0.82  -0.76  0.01
H  3.12  1.50  -0.39  0.00
H  3.76  -1.32  -0.81  0.00
H  2.69  -0.39  -1.65  0.00
N  -1.10  -2.89  -0.50  0.01
C  -0.69  -3.05  0.74  0.00
O  0.33  -2.46  1.19  0.11
C  -1.43  -3.97  1.65  0.01
I  -0.26  -5.72  1.99  0.00
H  -0.64  -2.21  -1.10  0.00
H  -1.90  -3.39  -0.85  0.00
H  -2.38  -4.28  1.23  0.00
H  -1.57  -3.48  2.61  0.00
C  1.01  2.55  -2.57  0.00
C  -0.31  2.75  -1.86  0.00
C  -0.55  4.20  -1.48  0.00
C  -1.47  2.17  -2.63  0.00
O  -0.18  2.05  -0.52  -0.01
P  -0.46  0.60  -0.10  0.03
O  0.41  -0.41  -0.92  0.21
O  0.11  0.36  1.31  0.19
O  -1.95  0.21  -0.26  -0.01
C  -3.09  0.60  0.67  0.00
C  -3.11  -0.44  1.77  0.00
C  -2.86  1.99  1.21  0.00
C  -4.31  0.52  -0.22  0.00
H  0.98  3.07  -3.53  0.00
H  1.19  1.49  -2.77  0.00
H  1.83  2.97  -2.00  0.00
H  -0.61  4.81  -2.38  0.00
H  0.27  4.58  -0.87  0.00
H  -1.48  4.31  -0.93  0.00
H  -1.58  2.72  -3.56  0.00
H  -2.41  2.25  -2.08  0.00
H  -1.31  1.12  -2.89  0.00
H  -2.18  -0.44  2.33  0.00
H  -3.30  -1.44  1.35  0.00
H  -3.93  -0.22  2.46  0.00
H  -1.96  2.04  1.83  0.00
H  -3.71  2.27  1.83  0.00
H  -2.79  2.73  0.41  0.00
H  -4.40  -0.47  -0.67  0.00
H  -4.27  1.26  -1.02  0.00
H  -5.20  0.71  0.37  0.00
C  3.04  -3.78  0.28  0.00
O  2.91  -2.62  1.15  0.06
H  2.22  -4.47  0.44  0.00
H  3.99  -4.26  0.47  0.00
H  3.01  -3.42  -0.75  0.00
H  2.65  -2.97  2.02  -0.01

Properties
HOMO-LUMO gap (spin up / spin down) (eV): 9.607 / 6.351
Molecular weight (g/mol): 545.24
ΔE to the lowest compared entry with this formula, charge and spin (eV): 0.663
2S+1: 5
Net charge: +2
Highest occupied orbital energy (spin up / spin down) (eV): -15.2 / -15.2
Total energy (a.u.): -3152.908269